This record from the OMol25 dataset describes a 8-piece molecular cluster, C32H88N8O8 overall in a non-equilibrium geometry. The level of theory is the ωB97M-V functional and the def2-TZVPD basis.

Structure (XYZ):
```
136
C32H88N8O8 (the ωB97M-V functional and the def2-TZVPD basis)
C -1.41 0.73 3.65
C -2.40 -0.49 3.75
C -3.43 -0.73 2.50
O -4.00 -2.01 2.70
C -5.09 -2.16 3.65
N -1.56 -1.74 3.82
H -1.99 1.61 3.42
H -0.64 0.56 2.89
H -1.00 1.03 4.62
H -3.08 -0.38 4.59
H -2.93 -0.73 1.53
H -4.15 0.07 2.63
H -5.85 -1.45 3.32
H -4.67 -2.05 4.65
H -5.39 -3.20 3.54
H -2.04 -2.36 3.19
H -0.75 -1.60 3.22
C 4.41 10.74 2.82
C 4.23 9.86 4.07
C 2.70 9.56 4.23
O 2.57 8.51 5.20
C 2.73 8.99 6.58
N 5.04 8.70 3.88
H 3.89 11.70 2.82
H 4.07 10.07 2.02
H 5.48 10.78 2.64
H 4.63 10.39 4.94
H 2.29 9.08 3.35
H 2.04 10.36 4.55
H 1.76 8.86 7.06
H 3.05 10.02 6.74
H 3.48 8.38 7.09
H 5.08 8.18 4.75
H 4.47 8.04 3.36
C 7.83 1.19 1.53
C 7.13 2.03 2.63
C 6.05 1.36 3.41
O 5.09 0.69 2.58
C 4.10 -0.01 3.35
N 8.16 2.46 3.56
H 8.04 0.21 1.96
H 8.75 1.71 1.26
H 7.23 1.00 0.64
H 6.69 2.90 2.14
H 5.52 1.98 4.14
H 6.52 0.55 3.96
H 3.80 0.69 4.13
H 4.39 -0.92 3.88
H 3.28 -0.35 2.71
H 7.81 2.87 4.41
H 8.62 1.61 3.86
C 4.65 5.16 3.47
C 3.61 5.41 2.40
C 2.52 4.34 2.20
O 1.74 4.18 3.34
C 0.53 3.49 3.25
N 3.07 6.75 2.55
H 4.20 4.94 4.44
H 5.39 5.95 3.61
H 5.26 4.27 3.34
H 4.01 5.56 1.40
H 2.95 3.36 1.99
H 1.84 4.62 1.39
H -0.07 3.42 4.15
H 0.67 2.54 2.74
H -0.08 4.21 2.70
H 2.28 6.79 1.92
H 2.66 6.99 3.44
C 1.02 11.67 0.52
C -0.01 10.73 0.11
C 0.49 9.36 -0.64
O 1.38 9.64 -1.77
C 0.81 10.38 -2.89
N -0.79 10.45 1.35
H 0.59 12.49 1.10
H 1.53 12.16 -0.31
H 1.78 11.25 1.18
H -0.72 11.21 -0.56
H -0.26 8.67 -1.04
H 1.12 8.88 0.10
H -0.16 10.85 -2.73
H 0.62 9.76 -3.77
H 1.39 11.30 -3.02
H -0.76 11.35 1.80
H -1.78 10.24 1.29
C 8.45 6.21 -1.67
C 7.76 7.50 -1.11
C 6.21 7.53 -1.30
O 5.64 8.87 -1.16
C 4.20 8.96 -1.26
N 8.20 7.29 0.27
H 9.51 6.08 -1.46
H 8.37 6.34 -2.75
H 8.10 5.22 -1.36
H 8.25 8.38 -1.51
H 5.77 6.94 -0.48
H 5.87 7.00 -2.19
H 3.88 9.90 -0.81
H 3.69 8.34 -0.53
H 3.81 8.89 -2.28
H 8.06 6.31 0.46
H 7.65 7.79 0.96
C 12.90 4.12 4.93
C 11.36 3.98 4.89
C 10.60 5.29 5.09
O 9.23 5.14 4.90
C 8.73 6.44 4.44
N 11.14 3.37 3.54
H 13.20 4.61 3.99
H 13.31 3.11 4.89
H 13.13 4.69 5.83
H 10.94 3.21 5.54
H 11.09 5.95 4.39
H 10.83 5.86 5.99
H 8.64 7.05 5.34
H 7.74 6.16 4.08
H 9.39 6.95 3.74
H 10.14 3.22 3.55
H 11.24 4.02 2.77
C 6.27 2.61 7.96
C 6.35 3.87 7.08
C 6.67 5.14 7.79
O 6.51 6.16 6.80
C 6.64 7.46 7.41
N 7.34 3.60 6.04
H 7.24 2.28 8.31
H 5.78 1.79 7.44
H 5.66 2.71 8.86
H 5.46 4.03 6.47
H 7.68 5.20 8.20
H 5.96 5.18 8.61
H 7.70 7.65 7.61
H 6.11 7.51 8.36
H 6.44 8.26 6.70
H 8.29 3.57 6.37
H 7.42 4.46 5.52
```

Results
Energy relative to the best compared isomer or geometry (same formula, charge and spin) = 127.8 kcal per mole
F_max = 4.0 eV Å⁻¹
LUMO = 0.6 eV

This record from the OMol25 dataset describes C6H12As2F12O6Rb as an isolated structure in a non-equilibrium geometry. The level of theory is the ωB97M-V functional and the def2-TZVPD basis.

Structure (XYZ):
```
39
C6H12As2F12O6Rb (the ωB97M-V functional and the def2-TZVPD basis)
Rb 2.09 0.06 -0.96
As 1.64 -6.38 -0.03
F 0.48 -5.46 1.00
F 2.92 -6.47 1.15
F 2.55 -7.36 -1.25
F 0.33 -6.17 -1.26
F 2.36 -4.83 -0.64
F 0.81 -7.89 0.52
As 3.57 -0.05 -6.54
F 4.36 -1.27 -7.56
F 4.35 1.12 -7.67
F 2.76 1.36 -5.86
F 2.75 -1.21 -5.46
F 4.93 0.01 -5.39
F 2.20 0.01 -7.71
C -4.63 -0.13 -0.85
O -4.81 1.28 -0.63
C -3.75 2.19 -0.69
O -2.53 2.04 -1.06
O -4.21 3.45 -0.45
C -3.32 4.58 -0.43
H -3.80 -0.64 -0.35
H -4.53 -0.31 -1.92
H -5.56 -0.53 -0.45
H -3.76 5.40 0.14
H -3.26 4.93 -1.46
H -2.32 4.40 -0.03
C 1.55 -0.74 4.64
O 0.85 0.31 5.25
C 0.76 1.49 4.61
O 1.07 1.69 3.43
O 0.08 2.42 5.37
C -0.26 3.68 4.85
H 2.60 -0.50 4.77
H 1.36 -0.91 3.58
H 1.39 -1.68 5.18
H -1.27 3.62 4.45
H 0.45 4.03 4.09
H -0.17 4.46 5.61
```

Results
Energy relative to the best compared isomer or geometry (same formula, charge and spin) = 114.8 kcal per mole
F_max = 5.4 eV Å⁻¹
Charge = -1
LUMO = 0.2 eV

This record from the OMol25 dataset describes C43H34F3N10O4PS3Ti as an isolated structure in a non-equilibrium geometry. The level of theory is the ωB97M-V functional and the def2-TZVPD basis.

Structure (XYZ):
```
99
C43H34F3N10O4PS3Ti (the ωB97M-V functional and the def2-TZVPD basis)
Ti -0.74 -0.06 -1.39
O -2.86 -1.51 -0.76
C -2.20 -1.31 0.27
O -0.94 -1.03 0.18
C -2.79 -1.36 1.62
C -4.12 -1.76 1.78
C -4.69 -1.76 3.03
C -3.96 -1.33 4.13
C -2.65 -0.91 3.97
C -2.04 -0.94 2.73
P -0.26 -0.55 2.46
C 0.22 -2.34 2.61
C 0.91 -2.96 1.58
C 1.32 -4.28 1.70
C 1.03 -4.98 2.86
C 0.30 -4.38 3.87
C -0.11 -3.07 3.75
C 0.17 0.06 4.14
C -0.48 1.23 4.53
C -0.13 1.88 5.70
C 0.89 1.38 6.49
C 1.55 0.22 6.10
C 1.20 -0.43 4.93
H -4.67 -2.06 0.90
H -5.71 -2.10 3.17
H -4.41 -1.32 5.11
H -2.10 -0.58 4.84
H 1.13 -2.41 0.68
H 1.87 -4.74 0.90
H 1.39 -6.00 2.98
H 0.05 -4.93 4.77
H -0.69 -2.62 4.54
H -1.29 1.62 3.92
H -0.66 2.77 5.99
H 1.16 1.88 7.41
H 2.33 -0.18 6.72
H 1.72 -1.33 4.64
F 2.63 -2.03 -5.55
C 1.50 -2.75 -5.51
F 1.82 -3.95 -6.04
F 0.65 -2.19 -6.38
C 0.92 -2.88 -4.13
C 0.77 -4.12 -3.57
C 0.16 -4.22 -2.31
C -0.27 -3.06 -1.69
N -0.09 -1.84 -2.20
C 0.51 -1.71 -3.42
S 0.78 -0.15 -3.98
H 1.13 -5.00 -4.08
H 0.02 -5.17 -1.83
H -0.76 -3.13 -0.73
C 1.13 0.80 -0.82
C 2.08 -0.09 -0.17
C 2.75 -1.09 -0.90
C 3.61 -1.97 -0.30
C 3.86 -1.87 1.08
C 3.28 -0.84 1.81
C 2.41 0.04 1.19
C 4.69 -2.82 1.71
N 5.34 -3.61 2.23
H 1.53 1.17 -1.77
H 0.85 1.63 -0.16
H 2.58 -1.15 -1.97
H 4.10 -2.74 -0.87
H 3.51 -0.73 2.86
H 2.00 0.86 1.76
N 3.49 6.38 -4.60
C 2.50 5.60 -4.08
C 2.64 5.05 -2.80
C 1.60 4.35 -2.23
C 0.40 4.20 -2.91
C 0.26 4.70 -4.19
C 1.30 5.39 -4.78
S -0.96 3.47 -2.05
O -0.71 3.62 -0.64
O -2.21 4.02 -2.53
N -0.95 1.85 -2.35
C -1.93 1.31 -3.07
S -3.15 2.11 -4.02
C -3.78 0.53 -4.41
C -3.08 -0.45 -3.80
N -2.04 0.00 -3.04
H 4.39 6.35 -4.16
H 3.46 6.62 -5.58
H 3.56 5.18 -2.26
H 1.68 3.94 -1.24
H -0.68 4.56 -4.71
H 1.19 5.78 -5.78
H -4.63 0.43 -5.06
H -3.25 -1.51 -3.86
N -1.92 3.44 2.19
N -2.32 2.66 1.16
N -3.42 2.88 0.50
C -3.39 1.93 -0.41
N -2.31 1.16 -0.27
N -1.64 1.64 0.74
H -2.29 4.38 2.07
H -0.91 3.43 2.25
H -4.15 1.79 -1.16
```

Results
Energy relative to the best compared isomer or geometry (same formula, charge and spin) = 43.4 kcal per mole
F_max = 2.1 eV Å⁻¹
LUMO = -0.7 eV